A 6-piece molecular cluster, C18H48O6 overall. Source: OMol25; level of theory: wB97M-V/def2-TZVPD.

Each line ends with the Löwdin charge.
Geometry (Å):
C  -0.9776  -0.7523  0.1737  -0.06
C  -1.0961  0.3034  1.2114  -0.45
C  0.2396  0.6521  1.9018  -0.07
O  -1.4825  1.5790  0.6372  -0.10
H  -0.5218  -1.6297  0.6326  0.08
H  -0.2406  -0.4508  -0.5706  0.06
H  -1.9498  -0.8770  -0.3033  0.08
H  -1.8167  0.0309  1.9825  0.14
H  0.9447  1.1333  1.2240  0.07
H  0.7321  -0.2438  2.2797  0.07
H  0.1074  1.3891  2.6940  0.07
H  -1.0689  1.6991  -0.2208  0.04
C  -1.7051  -4.8545  -0.4791  -0.14
C  -0.8946  -5.7958  -1.3669  -0.49
C  -1.5121  -5.8171  -2.8206  -0.09
O  0.4433  -5.2339  -1.3009  -0.26
H  -1.6932  -3.8300  -0.8511  0.06
H  -1.1984  -4.8787  0.4857  0.04
H  -2.7437  -5.1597  -0.3515  0.06
H  -0.7571  -6.7502  -0.8586  0.09
H  -0.9027  -6.4062  -3.5059  0.05
H  -1.7716  -4.8846  -3.3217  0.07
H  -2.4557  -6.3591  -2.7572  0.05
H  0.8810  -5.6258  -0.5417  0.01
C  -4.7950  0.9659  0.0434  -0.05
C  -4.6424  2.3567  0.6214  -0.57
C  -5.9896  3.0181  0.8704  -0.07
O  -3.9003  2.3614  1.7433  -0.02
H  -3.8339  0.4666  -0.0791  0.05
H  -5.2693  1.0193  -0.9366  0.08
H  -5.4064  0.3235  0.6770  0.08
H  -4.2364  2.9953  -0.1631  0.13
H  -6.7069  2.8797  0.0614  0.07
H  -5.9965  4.0804  1.1145  0.07
H  -6.4316  2.6071  1.7780  0.08
H  -3.0019  2.1071  1.5200  0.05
C  3.7899  -3.6977  -1.8635  -0.08
C  2.6042  -2.6642  -1.5702  -0.44
C  2.7394  -1.1087  -1.7730  -0.05
O  1.5705  -3.0115  -2.5020  -0.13
H  3.4577  -4.7199  -2.0446  0.05
H  4.4800  -3.6795  -1.0199  0.05
H  4.4243  -3.4470  -2.7137  0.05
H  2.1208  -2.8860  -0.6187  0.10
H  3.1733  -0.8961  -2.7501  0.07
H  3.3714  -0.6842  -0.9929  0.06
H  1.7352  -0.6891  -1.7143  0.03
H  1.0310  -3.7060  -2.1172  0.02
C  -0.4206  3.9135  -1.5345  -0.04
C  -0.1257  2.8292  -2.6339  -0.42
C  1.1624  3.0450  -3.3909  -0.07
O  0.0315  1.5939  -1.8900  -0.10
H  -0.0924  4.9338  -1.7327  0.07
H  0.0688  3.6301  -0.6028  0.08
H  -1.4830  4.0239  -1.3172  0.07
H  -0.9167  2.7034  -3.3732  0.13
H  0.9785  3.5068  -4.3610  0.08
H  1.6449  2.1488  -3.7808  0.07
H  1.8889  3.5307  -2.7394  0.08
H  0.3258  0.8999  -2.4844  0.08
C  3.2499  1.5686  3.4966  -0.07
C  3.9260  2.4888  4.5352  -0.46
C  3.9986  3.9369  3.9859  -0.07
O  3.0989  2.5001  5.7175  -0.08
H  2.3133  1.9458  3.0860  0.05
H  2.9046  0.6349  3.9405  0.08
H  3.8368  1.4589  2.5847  0.08
H  4.9237  2.1868  4.8536  0.13
H  3.1272  4.2724  3.4236  0.08
H  4.8459  3.8825  3.3024  0.07
H  4.2469  4.5520  4.8509  0.07
H  3.6184  2.5845  6.5204  0.08

Computed properties:
**Highest occupied orbital energy (alpha / beta)**: 0.7695 / -6.6608 eV
**Net charge**: -1
**Energy relative to the best compared isomer or geometry (same formula, charge and spin)**: 36.03 kJ/mol
**Multiplicity**: 2
**Frontier orbital gap (alpha / beta)**: 1.6 / 9.0 eV